Entry 1:
C34H52N4O2S4SbSeTc as an isolated structure, computed with wB97M-V/def2-TZVPD.

Energy above the lowest of the compared OMol25 structures with the same formula, charge and spin: 64.9 kJ/mol
E_LUMO (alpha / beta): 2.13 / 1.60 eV
F_max: 0.44 eV Å⁻¹
2S+1: 4
Charge: -1
HOMO level (alpha / beta): -4.32 / -4.31 eV
Gap between HOMO and LUMO (alpha / beta): 6.45 / 5.91 eV

Cartesian coordinates (Å):
Tc  1.6177  1.8511  0.6922
C  -1.8635  -3.5507  -4.2603
C  -1.2528  -3.6012  -2.8595
C  -0.1285  -4.6462  -2.8663
C  -2.3450  -4.0397  -1.8730
C  -0.6936  -2.2476  -2.4225
C  -0.0791  -2.1209  -1.1849
C  0.4115  -0.9005  -0.7607
Se  1.2460  -0.7437  0.9846
C  -0.3927  -0.4353  1.9268
C  -1.0774  -1.5020  2.4732
C  -2.3183  -1.3051  3.0605
C  -2.8268  -0.0054  3.0493
C  -2.1556  1.0894  2.5131
C  -0.8819  0.8697  1.9554
O  -0.1701  1.8965  1.4934
C  -2.7616  2.4973  2.5119
C  -1.8740  3.4676  3.3068
C  -4.1568  2.5189  3.1409
C  -2.8965  2.9905  1.0612
C  -3.0616  -2.4902  3.6758
C  -4.4212  -2.0860  4.2461
C  -3.2938  -3.5645  2.6036
C  -2.2176  -3.0820  4.8133
C  0.3245  0.2541  -1.5482
O  0.8245  1.4087  -1.1215
C  -0.2978  0.1510  -2.8099
C  -0.7845  -1.0941  -3.2011
C  -0.4715  1.3950  -3.6882
C  -1.3235  2.4300  -2.9356
C  0.8932  2.0108  -4.0386
C  -1.1790  1.0737  -5.0071
H  -2.2352  -4.5416  -4.5303
H  -2.7035  -2.8543  -4.3070
H  -1.1254  -3.2530  -5.0083
H  -0.5170  -5.6224  -3.1688
H  0.6592  -4.3556  -3.5647
H  0.3223  -4.7550  -1.8789
H  -2.7592  -5.0091  -2.1644
H  -1.9526  -4.1294  -0.8586
H  -3.1558  -3.3086  -1.8521
H  0.0142  -2.9759  -0.5229
H  -0.6212  -2.4849  2.4434
H  -3.7958  0.1666  3.4909
H  -1.7609  3.1301  4.3393
H  -0.8824  3.5548  2.8660
H  -2.3358  4.4593  3.3171
H  -4.1319  2.2126  4.1893
H  -4.5455  3.5387  3.1017
H  -4.8561  1.8742  2.6029
H  -1.9244  3.0470  0.5747
H  -3.5357  2.3151  0.4861
H  -3.3482  3.9866  1.0477
H  -5.0747  -1.6757  3.4729
H  -4.9125  -2.9647  4.6700
H  -4.3175  -1.3441  5.0405
H  -3.8880  -3.1618  1.7802
H  -2.3508  -3.9260  2.1897
H  -3.8246  -4.4205  3.0297
H  -2.0439  -2.3340  5.5890
H  -2.7284  -3.9380  5.2634
H  -1.2439  -3.4178  4.4535
H  -1.2647  -1.1679  -4.1648
H  -0.8538  2.7150  -1.9957
H  -1.4531  3.3267  -3.5484
H  -2.3119  2.0193  -2.7161
H  1.3997  2.3675  -3.1445
H  1.5289  1.2750  -4.5391
H  0.7532  2.8580  -4.7156
H  -2.1825  0.6753  -4.8413
H  -1.2784  1.9926  -5.5887
H  -0.6133  0.3566  -5.6068
S  2.3512  2.3272  6.5659
Sb  1.2201  1.4548  4.8183
S  2.6049  3.0660  2.4448
S  1.8118  4.1553  0.8645
S  2.6313  -0.0252  3.7149
C  4.5407  0.7174  0.7971
N  3.6698  1.4811  -0.1724
C  4.3991  2.7463  -0.5166
N  5.7125  2.4791  -1.0784
C  6.4946  1.7150  -0.1020
N  5.8509  0.4456  0.2304
C  5.6876  -0.3308  -0.9950
N  4.8894  0.3876  -1.9925
C  3.5791  0.6678  -1.4285
C  5.5533  1.6604  -2.2804
H  4.0463  -0.2188  1.0494
H  4.6287  1.3010  1.7093
H  4.4929  3.3328  0.3949
H  3.7962  3.2993  -1.2353
H  6.6043  2.3062  0.8080
H  7.4836  1.5163  -0.5190
H  5.1915  -1.2730  -0.7555
H  6.6705  -0.5456  -1.4184
H  3.0751  -0.2717  -1.2001
H  2.9756  1.2163  -2.1479
H  4.9595  2.2126  -3.0115
H  6.5377  1.4570  -2.7057

***

Entry 2:
A 3-piece molecular cluster, C34H53BO9S2 overall, computed with wB97M-V/def2-TZVPD.

E_LUMO: -0.97 eV
F_max: 1.89 eV Å⁻¹
HOMO level: -9.56 eV
Gap between HOMO and LUMO: 8.59 eV
SMILES: CCCCCCCCCCCCCc1cc2c(cc1B(C)O)C(=O)c1ccccc1C2=O.CCOS(C)(=O)=O.CCOS(C)(=O)=O

Cartesian coordinates (Å):
C  4.2225  -0.8607  0.3657
C  5.6337  -0.6055  -0.2219
C  5.6299  0.8237  -0.8089
C  6.1563  0.8626  -2.2727
C  4.9277  1.0692  -3.1978
C  4.5315  2.5575  -3.3607
C  3.0578  2.8339  -2.9415
C  2.1936  3.4709  -4.0650
C  1.4375  4.7340  -3.5511
C  -0.0199  4.4243  -3.1307
C  -0.3085  4.8739  -1.6739
C  -1.6710  4.2980  -1.2121
C  -1.5593  3.2760  -0.0401
C  -2.2838  1.9785  -0.3108
C  -1.5704  0.8028  -0.3814
C  -2.1904  -0.3821  -0.6369
C  -3.5475  -0.4544  -0.8490
C  -4.2634  0.7083  -0.7800
C  -3.6522  1.9114  -0.4978
B  -4.5959  3.1860  -0.4071
C  -4.8269  3.8918  0.9947
O  -5.1654  3.6314  -1.5625
C  -4.1925  -1.7741  -1.1606
O  -5.3886  -1.9682  -0.9796
C  -3.2756  -2.8122  -1.7291
C  -3.7505  -3.8481  -2.4869
C  -2.9173  -4.8015  -2.9918
C  -1.5623  -4.7166  -2.7713
C  -1.0595  -3.6756  -2.0402
C  -1.9192  -2.7461  -1.5176
C  -1.3432  -1.6169  -0.7092
O  -0.2469  -1.7016  -0.1770
H  3.5414  -0.8380  -0.4894
H  3.9797  0.0074  0.9852
H  4.1426  -1.7957  0.9219
H  5.7964  -1.3537  -1.0018
H  6.4216  -0.7350  0.5223
H  6.1771  1.5106  -0.1572
H  4.6036  1.1977  -0.8453
H  6.8775  1.6639  -2.4534
H  6.6335  -0.0862  -2.5234
H  5.1771  0.6373  -4.1707
H  4.1120  0.5040  -2.7441
H  4.6891  2.8081  -4.4109
H  5.1821  3.2074  -2.7698
H  2.5946  1.8732  -2.6998
H  3.0399  3.4219  -2.0223
H  1.4517  2.7394  -4.3861
H  2.8098  3.7738  -4.9115
H  1.4503  5.4808  -4.3487
H  1.9646  5.1465  -2.6888
H  -0.2511  3.3543  -3.1777
H  -0.7138  4.9232  -3.8110
H  -0.4236  5.9595  -1.7430
H  0.5160  4.6218  -1.0074
H  -2.1806  3.7990  -2.0376
H  -2.2941  5.1292  -0.8707
H  -2.0334  3.7028  0.8471
H  -0.5252  3.0394  0.2150
H  -0.4958  0.8539  -0.2418
H  -5.3349  0.6872  -0.9503
H  -5.0094  4.9666  0.9117
H  -3.9441  3.7266  1.6130
H  -5.6775  3.3908  1.4683
H  -5.4479  4.5480  -1.4659
H  -4.8130  -3.9174  -2.6953
H  -3.2847  -5.6384  -3.5709
H  -0.8899  -5.4610  -3.1786
H  -0.0045  -3.5604  -1.8247
C  -3.2277  -2.6429  1.8161
C  -2.9515  -1.1599  1.9659
O  -3.4125  -0.6417  3.2334
S  -2.5375  -0.9232  4.5294
C  -3.3283  0.2461  5.5817
O  -1.1914  -0.5035  4.2750
O  -2.8127  -2.2400  5.0097
H  -2.6237  -3.2292  2.5088
H  -2.9938  -2.9699  0.8015
H  -4.2741  -2.8626  2.0296
H  -1.8907  -0.9384  1.8317
H  -3.4957  -0.6045  1.2036
H  -3.1566  1.2447  5.1890
H  -2.8859  0.1467  6.5706
H  -4.3903  0.0186  5.6210
C  2.6058  -6.3260  4.4127
C  1.8029  -5.6585  3.3128
O  1.3767  -4.3352  3.6788
S  2.4483  -3.1563  3.6041
C  1.3187  -1.8137  3.7287
O  3.0312  -3.1496  2.2958
O  3.2655  -3.1943  4.7776
H  3.5657  -5.8305  4.5558
H  2.7959  -7.3701  4.1615
H  2.0707  -6.2790  5.3612
H  2.3624  -5.6278  2.3759
H  0.8918  -6.2253  3.1275
H  0.6715  -1.8145  2.8571
H  1.9064  -0.8987  3.7618
H  0.7413  -1.9199  4.6400

***

Entry 3:
A 2-piece molecular cluster, C34H53F5N3O7P overall, computed with wB97M-V/def2-TZVPD.

E_LUMO: -0.06 eV
F_max: 0.89 eV Å⁻¹
HOMO level: -7.81 eV
Gap between HOMO and LUMO: 7.76 eV
SMILES: COCCCCCCC[C@](CCCCn1cccc1)(O[C@@H](CCC(N)=O)P(=O)(O)O)[C@H](N)C(F)(F)c1cccc(C(F)(F)F)c1.C1CCOC1

Cartesian coordinates (Å):
C  -0.9087  -0.7773  4.9269
O  -0.6094  -1.6739  3.8709
C  -0.4267  -2.9906  4.3576
C  -1.3346  -4.0648  3.7281
C  -2.2188  -3.7018  2.5368
C  -1.4575  -3.4368  1.2256
C  -2.1516  -4.0958  0.0158
C  -2.2436  -3.4102  -1.3734
C  -1.3606  -2.1916  -1.6641
C  -1.9570  -0.7865  -1.3780
C  -0.9277  0.1463  -0.6566
C  0.5166  -0.3266  -0.5122
C  1.4620  0.7915  -0.0825
C  2.8758  0.2647  0.1901
N  3.3463  0.4091  1.5530
C  2.6011  0.5133  2.7009
C  3.4576  0.5911  3.7746
C  4.7772  0.5273  3.2665
C  4.6745  0.4129  1.8974
O  -3.0820  -1.0176  -0.4994
C  -4.1581  -0.1221  -0.2875
C  -3.8146  1.3656  -0.1201
C  -3.3378  1.7238  1.2782
C  -4.3894  1.9935  2.3486
N  -5.7454  1.6284  2.1444
O  -4.0372  2.5180  3.3577
P  -5.7151  -0.2350  -1.2731
O  -6.8080  0.2195  -0.4013
O  -5.5954  0.5902  -2.6443
O  -5.8786  -1.7261  -1.7909
C  -2.4865  -0.1888  -2.7058
N  -3.2483  -1.2051  -3.4000
C  -1.4399  0.4305  -3.6986
F  -1.7888  0.0522  -4.9641
F  -0.1813  -0.0456  -3.5020
C  -1.4250  1.9428  -3.6843
C  -2.5181  2.6355  -4.2154
C  -2.5523  4.0266  -4.1838
C  -1.4976  4.7434  -3.6222
C  -0.4035  4.0501  -3.1134
C  0.7545  4.7675  -2.4898
F  1.8973  4.5495  -3.1655
F  0.5813  6.0963  -2.4546
F  0.9642  4.3536  -1.2255
C  -0.3606  2.6543  -3.1490
H  -0.0537  -0.6464  5.5923
H  -1.7618  -1.1238  5.5098
H  -1.1321  0.1855  4.4974
H  0.6227  -3.2665  4.2488
H  -0.6197  -2.9750  5.4299
H  -1.9825  -4.4260  4.5261
H  -0.7272  -4.9161  3.4245
H  -2.8655  -4.5649  2.3801
H  -2.8791  -2.8686  2.7792
H  -1.2838  -2.3726  1.1179
H  -0.4751  -3.8968  1.3473
H  -3.1671  -4.3417  0.3208
H  -1.6652  -5.0574  -0.1367
H  -1.9336  -4.1611  -2.0990
H  -3.2893  -3.2211  -1.5924
H  -1.0953  -2.2224  -2.7150
H  -0.4391  -2.3441  -1.1194
H  -1.3094  0.3226  0.3448
H  -0.9258  1.1285  -1.1258
H  0.9001  -0.7928  -1.4132
H  0.5725  -1.0861  0.2703
H  1.5321  1.5528  -0.8536
H  1.0474  1.2829  0.7946
H  3.5796  0.8047  -0.4383
H  2.9295  -0.7839  -0.1047
H  1.5298  0.5255  2.6516
H  3.1497  0.6956  4.7990
H  5.6925  0.5660  3.8280
H  5.4499  0.3430  1.1603
H  -4.5730  -0.4518  0.6644
H  -4.6963  1.9713  -0.3350
H  -3.0466  1.6719  -0.8243
H  -2.6986  0.9297  1.6615
H  -2.7359  2.6291  1.2363
H  -5.8659  0.6429  1.9541
H  -6.1782  2.1317  1.3817
H  -5.1220  1.4222  -2.5299
H  -5.9088  -1.8028  -2.7507
H  -3.1173  0.6676  -2.4736
H  -3.9847  -0.8105  -3.9637
H  -3.6160  -1.8920  -2.7639
H  -3.3360  2.0886  -4.6618
H  -3.3980  4.5514  -4.5995
H  -1.5222  5.8199  -3.5793
H  0.5027  2.1406  -2.7628
C  9.9111  -0.3705  0.0820
C  9.5782  0.8485  -0.7777
C  8.0653  0.9290  -0.6207
O  7.7728  0.4275  0.6847
C  8.9282  -0.2087  1.2344
H  10.9466  -0.4018  0.4165
H  9.7021  -1.2894  -0.4695
H  10.0501  1.7415  -0.3633
H  9.8870  0.7512  -1.8172
H  7.5563  0.3047  -1.3637
H  7.6797  1.9459  -0.7014
H  9.3421  0.4290  2.0225
H  8.6279  -1.1573  1.6800

***

Entry 4:
A 4-piece molecular cluster, C34H54BF11N2O12S overall, computed with wB97M-V/def2-TZVPD.

E_LUMO: -0.47 eV
F_max: 4.54 eV Å⁻¹
HOMO level: -9.69 eV
Gap between HOMO and LUMO: 9.21 eV
SMILES: CCCCCCCCCCCCCC[C@H](F)O[C@@H](CO[C@@](B(O)O)(C(=O)NC(=O)F)S(=O)(=O)C(F)(F)C(F)(F)C(F)(F)C(F)(F)F)N=C=O.CC(C)=O.CC(C)=O.CC(C)=O

Cartesian coordinates (Å):
C  -4.9927  1.6542  -0.0653
C  -5.6467  2.6077  -1.1364
C  -4.5283  3.4712  -1.8246
C  -3.7025  2.5874  -2.8387
C  -2.1471  2.8055  -2.7275
C  -1.5010  1.5264  -2.0868
C  0.0593  1.4955  -2.1725
C  0.7544  2.0571  -0.8650
C  2.1341  1.3679  -0.6050
C  2.0265  0.1540  0.3662
C  1.3456  0.5313  1.7481
C  -0.0341  -0.2185  1.7620
C  -0.6993  -0.3177  3.1818
C  -0.8962  -1.8415  3.5486
C  -2.3478  -2.3211  3.3034
F  -2.5793  -3.3712  4.2037
O  -2.5650  -2.8557  2.0188
C  -3.7954  -2.4097  1.4881
C  -4.1218  -3.0695  0.0786
O  -3.1795  -4.0917  -0.2132
C  -2.4841  -3.9517  -1.4105
B  -1.5942  -2.5785  -1.5292
O  -0.8585  -2.2455  -2.6912
O  -1.4810  -1.7052  -0.4774
C  -1.3525  -5.0878  -1.3193
O  -1.3148  -5.7979  -0.4102
N  -0.4029  -5.2483  -2.3942
C  0.9306  -5.1374  -1.9782
O  1.4595  -5.7863  -1.1985
F  1.6931  -4.1647  -2.6049
S  -3.3957  -4.3979  -2.9573
O  -3.3267  -5.8427  -3.0535
O  -2.8217  -3.8709  -4.1755
C  -5.2077  -3.9902  -2.9884
F  -5.8975  -4.5259  -1.9578
F  -5.6830  -4.6526  -4.0681
C  -5.5710  -2.4543  -3.1257
F  -4.4326  -1.7201  -3.0990
F  -6.4002  -2.1649  -2.0886
C  -6.3510  -2.0635  -4.4162
F  -5.6609  -2.3299  -5.5426
F  -7.5584  -2.6613  -4.4874
C  -6.6737  -0.5106  -4.5136
F  -5.5855  0.2321  -4.6829
F  -7.4725  -0.0808  -3.5441
F  -7.3844  -0.3816  -5.6620
N  -4.8609  -2.8692  2.4663
C  -5.7240  -2.0281  2.6128
O  -6.5007  -1.2879  2.9572
H  -5.4885  0.6619  -0.1185
H  -5.0989  2.0304  0.9688
H  -3.9253  1.5084  -0.3256
H  -6.1915  2.0112  -1.8946
H  -6.3205  3.3167  -0.6088
H  -3.8475  3.8353  -1.0247
H  -4.9608  4.3133  -2.4044
H  -4.0366  2.8095  -3.8716
H  -3.9105  1.5200  -2.6023
H  -1.6883  3.0134  -3.7177
H  -1.9226  3.6743  -2.0739
H  -1.8548  1.4404  -1.0364
H  -1.8822  0.6284  -2.6306
H  0.3733  0.4345  -2.3056
H  0.4291  2.1036  -3.0234
H  0.0250  1.9010  -0.0411
H  0.8929  3.1529  -0.9687
H  2.9049  2.0812  -0.2493
H  2.4698  0.9733  -1.5938
H  3.0100  -0.3359  0.5354
H  1.4002  -0.6109  -0.1624
H  1.2193  1.6294  1.8337
H  1.9873  0.1477  2.5894
H  -0.7545  0.2221  1.0430
H  0.1915  -1.2573  1.4463
H  -1.7137  0.1501  3.1573
H  -0.1396  0.2285  3.9666
H  -0.1137  -2.4885  3.1108
H  -0.7493  -1.8963  4.6534
H  -3.0107  -1.4551  3.5270
H  -3.8839  -1.3032  1.4146
H  -5.1033  -3.5691  0.2417
H  -4.2946  -2.3129  -0.7108
H  0.0342  -2.6276  -2.6064
H  -0.5602  -1.3839  -0.5000
H  -0.6084  -4.6511  -3.2002
C  5.0811  6.0076  -1.4028
C  4.8868  4.9444  -0.3505
C  5.0079  5.3703  1.0919
O  4.6436  3.7970  -0.6504
H  4.9665  5.5626  -2.3905
H  4.3322  6.7924  -1.2823
H  6.0835  6.4322  -1.3231
H  4.2558  6.1272  1.3215
H  6.0071  5.7670  1.2808
H  4.8452  4.5076  1.7375
C  4.6595  -0.7432  5.2569
C  4.8586  -0.1941  3.8668
C  6.0684  0.6722  3.6346
O  4.0766  -0.4404  2.9729
H  3.7529  -1.3474  5.2803
H  5.5076  -1.3717  5.5338
H  4.5537  0.0767  5.9696
H  6.9782  0.1063  3.8400
H  6.0236  1.5543  4.2764
H  6.0847  0.9963  2.5936
C  9.6073  1.1289  1.8630
C  9.9569  1.1807  3.3296
C  11.1214  2.0506  3.7312
O  9.3284  0.5498  4.1509
H  8.7536  0.4679  1.7178
H  9.3430  2.1265  1.5074
H  10.4526  0.7406  1.2922
H  10.9232  3.0884  3.4572
H  12.0326  1.7024  3.2417
H  11.2595  1.9933  4.8102